Molecular formula: C39H35CdF5N4OP2STe
Method: DFT, ωB97M-V with the def2-TZVPD basis set

Properties
net charge	0
LUMO energy	-1.25	eV
energy	-103874.36158	eV
relative energy (zero: lowest compared OMol25 entry of this formula, charge and spin)	179.7	kJ/mol
gap between HOMO and LUMO	6.34	eV

Each line ends with the Mulliken charge.
Atoms and positions in Å:
Te  -13.2309  -16.9981  6.2420  1.479
Cd  -13.2927  -15.4150  8.9725  1.613
S  -12.1846  -16.5812  10.7697  -0.502
P  -6.6167  -16.3024  6.7495  -0.483
P  -8.7567  -14.2730  9.0243  -0.368
F  -14.0553  -18.6739  6.3057  -0.445
F  -14.6775  -16.5461  7.5582  -0.579
F  -11.6478  -17.8387  5.2402  -0.572
F  -12.2521  -17.4864  7.7279  -0.228
F  -12.5883  -15.2182  6.9896  -0.654
O  -15.0568  -13.7056  8.5649  -0.666
N  -12.2926  -17.3658  13.5478  0.479
N  -13.7517  -14.1009  10.8896  0.563
N  -13.0316  -16.2974  13.3544  -0.605
N  -13.6705  -14.6505  11.9857  -0.172
C  -11.6317  -19.3930  17.1538  -0.511
C  -12.5330  -18.2903  17.1095  -0.384
C  -7.8745  -15.0284  6.3863  -1.085
C  -12.1153  -17.9702  14.7736  0.796
C  -11.1552  -18.9548  14.8225  -0.533
C  -13.0080  -15.8775  12.0651  -0.225
C  -7.5280  -17.6906  7.6543  0.656
C  -4.4566  -14.9277  7.8381  -0.549
C  -12.0307  -11.8448  8.9511  -0.222
C  -7.4328  -19.5582  9.2217  -0.607
C  -6.6045  -11.0227  7.6825  -0.730
C  -5.6541  -10.8762  8.6684  -0.540
C  -8.7494  -19.8156  8.9672  -0.581
C  -14.6038  -12.9741  10.8369  0.621
C  -15.3983  -13.0185  9.5504  0.590
C  -5.7999  -15.9818  9.4921  0.158
C  -11.9171  -11.3159  10.2503  -1.023
C  -8.8778  -18.0270  7.3528  -0.499
C  -9.4467  -19.0994  7.9892  -0.506
C  -4.8743  -15.5287  10.4500  -0.558
C  -10.2182  -13.3202  9.4593  1.561
C  -7.5075  -12.9244  8.9355  1.042
C  -11.1347  -12.8132  8.5983  -1.049
C  -7.5672  -12.0308  7.8508  -0.578
C  -5.6856  -11.6656  9.8167  -0.523
C  -17.2232  -11.9631  10.6324  0.110
C  -3.8037  -14.7019  10.1493  -0.605
C  -16.6718  -12.0064  11.9305  -0.779
C  -6.8553  -18.4730  8.5923  -0.889
C  -5.6031  -15.6897  8.1500  0.486
C  -15.4789  -12.6800  12.0611  -0.462
C  -16.5800  -12.2847  9.4774  -0.999
C  -10.2166  -12.9050  10.8069  -0.871
C  -3.6340  -14.4177  8.8108  -0.619
C  -6.6136  -12.6529  9.9853  -0.596
C  -12.8244  -17.5758  15.9075  -0.460
C  -9.0563  -14.7355  7.2414  -0.042
C  -11.0861  -11.8678  11.1576  -0.901
C  -10.9103  -19.6911  16.0046  -0.615
H  -4.9379  -11.4078  10.6159  0.289
H  -8.3605  -12.1455  7.1391  0.419
H  -13.1681  -18.1811  18.0253  0.259
H  -10.6746  -19.1717  13.8919  0.426
H  -10.2262  -20.4786  16.0376  0.411
H  -11.1311  -11.5524  12.0999  0.700
H  -12.4981  -10.4134  10.4627  0.506
H  -7.1850  -14.1913  6.3462  0.451
H  -5.0105  -10.1386  8.3440  0.475
H  -11.2504  -13.2834  7.6668  0.378
H  -6.6958  -13.1736  10.9368  0.344
H  -13.5808  -16.8311  15.9263  0.425
H  -9.5171  -13.3466  11.4535  0.707
H  -11.7659  -17.7225  12.7591  0.102
H  -18.2705  -11.5161  10.5799  0.286
H  -6.6474  -10.2700  6.8621  0.363
H  -14.9757  -12.8532  12.9777  0.417
H  -12.7334  -11.5285  8.1591  0.410
H  -14.0622  -12.0113  10.7952  -0.154
H  -4.3550  -14.7376  6.7642  0.358
H  -9.4445  -17.6115  6.5300  0.856
H  -2.7992  -13.8371  8.5017  0.452
H  -6.8871  -20.2032  9.9705  0.325
H  -5.7971  -18.4089  8.6379  0.575
H  -8.0815  -15.1888  5.3393  0.571
H  -10.4692  -19.4328  7.7484  0.391
H  -11.6395  -20.0172  18.0649  0.340
H  -9.6312  -13.9790  6.7127  0.862
H  -17.3896  -11.8254  12.7354  0.371
H  -5.0864  -15.8290  11.4927  0.314
H  -9.3059  -20.6238  9.5012  0.331
H  -6.6494  -16.6421  9.7594  0.319
H  -3.1731  -14.2516  10.8903  0.476
H  -9.6500  -15.7036  7.2528  -0.451
H  -17.0371  -12.1948  8.4578  0.357

---

Molecular formula: C39H35ClN2Si2V
Method: DFT, ωB97M-V with the def2-TZVPD basis set

Properties
net charge	+1
LUMO energy (spin up / spin down)	-3.97 / -4.30	eV
multiplicity	3
energy	-97952.10172	eV
gap between HOMO and LUMO (spin up / spin down)	6.11 / 5.79	eV

Each line ends with the Löwdin spin population.
Atoms and positions in Å:
V  -3.1754  -0.2488  0.7118  1.818
Cl  -0.2035  0.3128  -1.8052  0.003
Si  3.3283  0.8987  -1.8329  0.000
Si  -0.5788  -0.1775  0.1602  -0.008
N  -4.2133  0.6153  -0.7974  0.005
N  -3.8993  -1.8804  -0.2749  0.005
C  -5.8040  -2.6264  -1.5581  -0.002
C  -4.3454  1.9712  -0.8932  0.023
C  5.5458  2.1658  -0.6938  0.000
C  4.6352  4.7675  -1.0609  0.000
C  -3.2551  1.1155  2.3485  0.005
C  -2.7097  -0.1305  2.7849  0.005
C  0.7237  3.4308  2.8513  -0.002
C  -4.5959  0.8688  1.9411  -0.003
C  4.5380  -0.5023  -2.0341  0.000
C  -4.8557  -0.5251  2.0780  0.018
C  -3.6865  -3.1616  0.1533  0.031
C  6.1245  3.2131  0.0343  0.000
C  -6.1157  0.3183  -2.2548  0.000
C  -6.2607  1.6994  -2.3365  0.019
C  -3.6797  -1.1595  2.5809  0.006
C  6.4922  -2.5311  -1.9466  0.000
C  0.0350  1.2458  1.2230  -0.007
C  1.8546  -3.9072  1.5803  0.000
C  -0.1932  3.5975  1.8082  0.000
C  -5.6303  -3.9153  -1.0607  0.025
C  0.6441  -3.5916  2.2047  0.000
C  -5.0830  -0.2105  -1.4724  0.020
C  -5.3628  2.5303  -1.6521  -0.001
C  4.3953  2.3739  -1.4887  0.000
C  -4.5483  -4.1842  -0.2124  -0.003
C  1.3060  2.1793  3.0680  0.000
C  -0.4806  2.5261  0.9599  -0.001
C  4.5114  -1.4940  -1.0448  0.000
C  5.6161  4.5102  -0.0941  0.000
C  1.3752  -2.2479  -0.1241  -0.001
C  2.1848  -3.2689  0.3849  0.000
C  0.9735  1.0870  2.2545  -0.002
C  5.4783  -2.4954  -0.9884  0.000
C  -0.1402  -2.5378  1.7276  0.001
C  -4.9201  -1.6180  -1.1564  0.025
C  0.2786  -1.7795  0.6157  -0.001
C  5.5443  -0.5613  -3.0130  0.000
C  6.5295  -1.5594  -2.9531  0.000
C  4.0506  3.7100  -1.7809  0.000
H  -5.3361  1.6325  1.7050  0.001
H  0.3075  -4.1565  3.0743  0.000
H  -1.0847  2.6921  0.0671  0.000
H  5.4425  -3.2391  -0.1903  0.000
H  2.0483  2.0577  3.8618  0.000
H  -1.0855  -2.3049  2.2260  0.001
H  -3.6281  2.5797  -0.3420  0.002
H  3.2885  3.9154  -2.5364  0.000
H  3.7141  -1.4809  -0.3026  0.000
H  -3.5922  -2.1991  2.8943  0.003
H  -6.7904  -0.3863  -2.7427  0.000
H  -7.0657  2.1223  -2.9360  0.001
H  1.6127  -1.7828  -1.0846  0.000
H  5.9568  1.1581  -0.5888  0.000
H  -0.6526  4.5713  1.6232  0.000
H  -2.7653  2.0873  2.3975  0.003
H  -5.4576  3.6116  -1.6857  0.000
H  -5.8266  -0.9965  1.9476  0.003
H  5.5652  0.1805  -3.8123  0.000
H  2.5135  -4.6664  2.0002  0.000
H  -6.6292  -2.3497  -2.2166  0.000
H  7.3354  -1.5825  -3.6877  0.000
H  -6.3278  -4.7017  -1.3417  0.001
H  4.3101  5.7997  -1.2285  0.000
H  5.9767  5.3072  0.5584  0.000
H  2.7114  0.5925  -0.5344  0.000
H  3.0868  -3.5611  -0.1503  0.000
H  2.2217  0.9507  -2.8233  0.000
H  7.2423  -3.3204  -1.9055  0.000
H  1.4782  0.1280  2.3945  0.000
H  6.9482  3.0111  0.7209  0.000
H  -2.8172  -3.3313  0.7889  0.003
H  -1.7415  -0.2646  3.2472  0.002
H  0.9900  4.2851  3.4784  0.000
H  -4.3776  -5.1822  0.1826  -0.001

---

> Which of these has the lowest energy?

C39H35CdF5N4OP2STe